{"formula": "C50H66CsIO2Sb2Se", "method": "ωB97M-V/def2-TZVPD", "gap_ha": 0.20069, "de_lowest_ev": 1.7750, "total_charge": -2, "energy_ha": -5295.066242, "lumo_energy_ev": 3.8, "homo_ev": -1.68, "elements": ["Cs", "C", "C", "C", "C", "C", "C", "C", "Se", "C", "C", "C", "C", "C", "C", "O", "C", "C", "C", "C", "C", "C", "C", "C", "C", "O", "C", "C", "C", "C", "C", "C", "H", "H", "H", "H", "H", "H", "H", "H", "H", "H", "H", "H", "H", "H", "H", "H", "H", "H", "H", "H", "H", "H", "H", "H", "H", "H", "H", "H", "H", "H", "H", "H", "H", "H", "H", "H", "H", "H", "H", "H", "C", "Sb", "C", "C", "C", "C", "C", "C", "C", "C", "C", "Sb", "C", "C", "H", "H", "H", "H", "H", "H", "H", "H", "H", "H", "H", "H", "H", "H", "H", "H", "H", "H", "H", "H", "I", "C", "C", "C", "C", "C", "C", "C", "C", "C", "C", "H", "H", "H", "H", "H", "H"], "positions_angstrom": [[0.104951, -0.958802, -0.479316], [7.755035, 1.739613, -0.096481], [7.164761, 1.711859, -1.507758], [7.385923, 3.096621, -2.139814], [7.935561, 0.661850, -2.324230], [5.675293, 1.374611, -1.494066], [4.948052, 1.151822, -0.331981], [3.608269, 0.811409, -0.398156], [2.562605, 0.397782, 1.168260], [2.904915, -1.494675, 1.263914], [4.210549, -1.912274, 1.097041], [4.558946, -3.255742, 1.150437], [3.531669, -4.154895, 1.424986], [2.210212, -3.772745, 1.623861], [1.837953, -2.392925, 1.542462], [0.625446, -1.963020, 1.684743], [1.135204, -4.815816, 1.937672], [1.679266, -6.248276, 1.964554], [0.526479, -4.520917, 3.318167], [0.040500, -4.763222, 0.861956], [6.019808, -3.657841, 0.957033], [6.204630, -5.177129, 0.945854], [6.859340, -3.088678, 2.112683], [6.542186, -3.097064, -0.373811], [2.879893, 0.709729, -1.618327], [1.637462, 0.416371, -1.591872], [3.637515, 0.961799, -2.817375], [4.979972, 1.268705, -2.706786], [2.950673, 0.869266, -4.181832], [2.404078, -0.552610, -4.390948], [3.908041, 1.171407, -5.339411], [1.796258, 1.884067, -4.258055], [8.823948, 1.964525, -0.143451], [7.628866, 0.774996, 0.399910], [7.271341, 2.507139, 0.511044], [8.450645, 3.354203, -2.148419], [6.847012, 3.856577, -1.570556], [7.018328, 3.121276, -3.166667], [9.007539, 0.886820, -2.332414], [7.586668, 0.633846, -3.357136], [7.789392, -0.332041, -1.896185], [5.411320, 1.224861, 0.645046], [4.960687, -1.153848, 0.910277], [3.773814, -5.207087, 1.486126], [2.456595, -6.378952, 2.721873], [2.080365, -6.528833, 0.987720], [0.860719, -6.930941, 2.205856], [1.298038, -4.589639, 4.090247], [-0.266034, -5.239987, 3.551982], [0.110369, -3.515404, 3.328579], [0.474045, -4.905072, -0.129909], [-0.451685, -3.794445, 0.886295], [-0.708305, -5.544383, 1.030314], [5.888474, -5.614515, 1.895337], [7.260262, -5.420861, 0.798289], [5.627470, -5.637997, 0.141494], [6.496967, -3.483407, 3.064445], [6.785790, -2.000951, 2.149408], [7.914358, -3.362297, 2.000666], [5.949480, -3.482927, -1.205531], [7.589667, -3.376938, -0.529663], [6.472153, -2.008771, -0.401528], [5.541133, 1.448134, -3.617418], [3.221060, -1.279403, -4.373554], [1.889793, -0.624566, -5.353929], [1.697702, -0.803167, -3.602617], [4.726819, 0.447840, -5.375926], [4.328274, 2.177609, -5.260074], [3.354348, 1.105775, -6.279127], [1.093543, 1.697930, -3.450045], [1.269876, 1.793110, -5.213299], [2.184388, 2.902610, -4.163493], [-1.876810, -1.392550, 4.799615], [-1.015034, -0.257906, 3.130248], [-2.528024, -1.095585, 1.836605], [-2.471595, 1.440553, 3.492152], [-1.926624, 2.635437, 4.189298], [-1.425716, 2.475499, 5.488930], [-0.964133, 3.536791, 6.244011], [-0.984874, 4.816881, 5.703695], [-1.464442, 4.995353, 4.418593], [-1.935959, 3.932228, 3.642340], [-2.455946, 4.226817, 2.276278], [-0.860251, 4.596846, 0.786147], [0.724437, 3.768148, 1.958646], [-1.223909, 2.796660, -0.342222], [-1.393190, -1.148532, 5.746413], [-1.739280, -2.456181, 4.600693], [-2.942803, -1.174017, 4.870389], [-3.503507, -0.857107, 2.261100], [-2.413155, -2.178040, 1.776717], [-2.459897, -0.678807, 0.834967], [-3.246871, 0.971761, 4.101482], [-2.896560, 1.671277, 2.516654], [-1.413479, 1.473873, 5.907553], [-0.592222, 3.371344, 7.248293], [-0.638796, 5.665975, 6.281046], [-1.475100, 5.991797, 3.985917], [-3.056502, 5.136863, 2.282355], [-3.066606, 3.421177, 1.873834], [0.970755, 4.434246, 2.784405], [1.600026, 3.629034, 1.328248], [0.414757, 2.802070, 2.353028], [-2.103123, 2.912901, -0.974037], [-1.374195, 1.966949, 0.349941], [-0.358406, 2.577228, -0.968954], [-0.457304, -3.465118, -3.051252], [-2.568832, -3.684928, -2.868606], [-3.102971, -4.920655, -3.108352], [-4.503880, -5.074851, -3.089259], [-5.306624, -3.992457, -2.856205], [-4.756667, -2.710096, -2.617112], [-5.572403, -1.572633, -2.431690], [-4.991000, -0.340029, -2.283998], [-3.587628, -0.202567, -2.265738], [-2.693714, -1.262416, -2.376107], [-3.334406, -2.525001, -2.599396], [-2.462969, -5.767525, -3.317846], [-4.934185, -6.052364, -3.276508], [-6.388045, -4.099086, -2.870356], [-6.652302, -1.689582, -2.427324], [-5.625870, 0.535655, -2.165310], [-3.185498, 0.805761, -2.151702]], "forces_ev_per_a": [[-3.229, -0.831, -1.363], [-0.065, -0.005, -0.056], [0.062, 0.053, 0.001], [-0.002, -0.077, 0.045], [-0.030, 0.036, 0.043], [0.048, 0.023, 0.001], [0.055, -0.015, -0.056], [-0.428, -0.111, 0.175], [0.646, 0.556, 0.608], [0.143, 0.073, -0.046], [-0.072, -0.185, -0.023], [0.069, 0.136, 0.015], [-0.005, -0.048, -0.015], [-0.068, -0.126, 0.017], [0.295, -0.008, 0.362], [0.595, -1.181, 2.082], [-0.077, -0.029, 0.013], [-0.008, 0.115, -0.012], [0.021, 0.006, -0.058], [-0.022, 0.002, 0.077], [0.025, -0.029, 0.033], [-0.035, 0.083, 0.017], [-0.006, -0.044, -0.059], [-0.006, -0.021, 0.025], [0.386, 0.259, 0.064], [1.850, 1.681, -1.849], [-0.067, -0.011, -0.046], [0.078, 0.016, 0.033], [-0.013, 0.000, -0.045], [-0.025, 0.081, 0.071], [-0.053, -0.033, 0.084], [0.077, -0.105, 0.096], [0.007, -0.001, -0.005], [0.019, 0.018, 0.025], [0.017, -0.027, 0.044], [-0.001, 0.005, -0.013], [0.006, 0.018, -0.017], [-0.006, 0.016, -0.005], [0.000, -0.002, 0.002], [-0.001, -0.016, -0.015], [0.015, 0.000, -0.004], [-0.023, -0.014, -0.009], [0.042, -0.035, -0.019], [-0.024, 0.026, -0.008], [0.020, -0.002, -0.025], [0.035, -0.065, 0.038], [-0.010, -0.011, -0.025], [-0.022, -0.007, 0.022], [0.000, -0.003, -0.010], [0.004, 0.004, 0.025], [-0.039, -0.030, -0.013], [-0.049, -0.007, -0.065], [0.010, -0.008, 0.003], [-0.002, -0.047, -0.021], [0.003, 0.002, -0.021], [0.006, -0.024, 0.016], [0.013, 0.025, 0.016], [0.001, 0.004, 0.006], [-0.001, 0.018, -0.009], [0.012, -0.001, -0.010], [0.000, -0.001, 0.009], [-0.006, 0.010, -0.012], [-0.019, -0.015, 0.025], [-0.003, 0.006, -0.016], [0.003, -0.018, -0.008], [-0.025, -0.019, -0.007], [0.017, 0.037, -0.037], [0.013, -0.013, -0.038], [0.016, 0.001, -0.022], [-0.066, 0.017, 0.030], [0.018, 0.010, -0.003], [-0.015, -0.001, -0.022], [0.265, 0.054, -0.109], [-0.657, 0.448, 0.352], [0.237, -0.042, 0.047], [0.274, -0.315, -0.076], [-0.059, 0.132, 0.168], [-0.023, -0.041, -0.084], [0.022, 0.040, 0.019], [-0.026, -0.002, 0.003], [0.058, 0.000, -0.036], [-0.085, -0.038, 0.129], [0.153, 0.142, -0.319], [-0.176, -0.267, 0.079], [-0.040, 0.017, -0.014], [0.113, 0.133, 0.098], [0.014, 0.001, -0.014], [0.015, 0.003, 0.017], [0.001, -0.001, -0.054], [0.001, 0.006, 0.014], [0.070, 0.019, -0.050], [-0.166, -0.018, -0.077], [-0.062, 0.012, -0.036], [0.011, -0.085, 0.063], [-0.002, 0.008, 0.018], [0.009, -0.016, -0.014], [0.026, -0.007, -0.020], [-0.025, 0.006, 0.012], [-0.020, -0.004, 0.043], [0.004, 0.101, -0.007], [0.004, -0.013, 0.004], [0.060, -0.022, -0.039], [0.043, -0.064, 0.036], [-0.011, -0.033, 0.011], [-0.025, -0.009, 0.001], [0.004, -0.034, -0.002], [-0.399, -0.299, -0.145], [0.410, -0.232, -0.169], [0.113, 0.016, 0.040], [-0.116, 0.075, 0.039], [-0.073, -0.116, -0.006], [0.290, 0.034, -0.019], [-0.107, 0.111, 0.008], [-0.150, -0.062, 0.026], [0.259, -0.169, 0.058], [-0.153, 0.230, -0.103], [-0.111, 0.153, 0.009], [0.005, 0.016, -0.006], [-0.016, 0.005, 0.004], [0.007, -0.009, 0.021], [0.007, -0.003, -0.014], [0.002, 0.006, -0.010], [-0.083, 0.024, 0.072]]}